2 unconnected molecules or ions with the total composition C5H8O4, computed with the ωB97M-V functional and the def2-TZVPD basis.

Positions of all 17 atoms, in Å:
C -0.6151 -0.8235 -2.2749
C 0.2732 -0.0834 -3.2989
O 1.1412 -0.7960 -3.8739
O 0.0153 1.1151 -3.5379
H -0.1135 -1.6773 -1.8249
H -1.5063 -1.1136 -2.8382
H -0.9527 -0.1696 -1.4706
C -0.3902 0.5429 2.1355
C 0.0881 -0.6220 1.2579
C 0.8068 1.4415 2.5682
O 1.4416 2.0337 1.6792
O 0.9997 1.4992 3.8180
H -1.0837 1.1623 1.5608
H -0.8576 0.1994 3.0580
H -0.6446 -1.4085 1.0678
H 1.0042 -1.0216 1.7019
H 0.3934 -0.2784 0.2719

Computed properties:
E	-496.31571	Ha
LUMO level	6.5	eV
total charge	-2
frontier orbital gap	7.955	eV
energy relative to the best compared isomer or geometry (same formula, charge and spin)	6.4	kcal/mol